A 3-piece molecular cluster, C4H13NO3 overall, computed with ωB97M-V with the def2-TZVPD basis set.

The largest force on an atom is 0.06217 Eh/bohr. The energy above the lowest of the compared OMol25 structures with the same formula, charge and spin is 61.00 kcal/mol. The calculation puts the HOMO-LUMO gap at 9.979 eV. For the total energy, the calculation gives -440.61798 hartree.

CARTESIAN COORDINATES (ANGSTROEM)
N -1.60495 -0.54124 0.92546
C -0.28042 -0.24044 1.41616
C 0.74618 0.51874 0.52773
C 0.17406 1.28561 -0.69511
C 0.53769 0.49728 -1.92920
O -0.02589 -0.47483 -2.37609
H -2.06692 0.30792 0.63403
H -1.56670 -1.19294 0.15363
H 0.22277 -1.23086 1.56597
H -0.17450 0.06762 2.46463
H 1.26109 1.28676 1.13488
H 1.59514 -0.08781 0.24259
H 0.50735 2.33501 -0.67414
H -0.91600 1.47904 -0.68185
H 1.45297 0.70663 -2.54176
O -2.23004 3.99866 -2.72997
H -2.79759 4.74363 -2.63324
H -1.47731 4.03638 -3.32874
O 2.24878 -5.71727 2.42928
H 2.68552 -5.39482 3.23117
H 1.70875 -6.38307 2.86457

Forces on the atoms, in the same order (eV/Å):
N 0.14 0.59 0.59
C 2.07 -2.43 0.21
C -0.19 1.81 0.61
C -0.55 0.41 0.00
C 0.71 -0.35 -1.55
O -0.86 0.13 0.89
H -0.26 -0.13 -0.15
H 0.00 0.18 -0.11
H -0.56 0.36 -0.33
H -0.97 0.79 -0.32
H -0.43 -0.23 0.03
H -0.12 -0.58 -0.39
H 0.64 -0.53 -0.49
H 0.30 -0.84 0.14
H 0.03 0.85 0.85
O 0.53 -2.03 0.60
H 0.09 1.11 -0.59
H -0.60 0.91 0.00
O 0.11 -0.06 0.97
H 0.32 0.43 -0.46
H -0.44 -0.37 -0.51